# 1
Formula: C3H6O
Source: the Open Molecules 2025 dataset
Level of theory: the ωB97M-V functional and the def2-TZVPD basis

Geometry (Å):
1 C 0.30850 0.94235 -0.86316
2 C 0.23847 -0.46972 -0.30899
3 C -0.46829 -0.69145 1.01750
4 O 0.75480 -1.39528 -0.89758
5 H 0.33286 0.89713 -1.95476
6 H -0.52296 1.57130 -0.53115
7 H 1.24045 1.41491 -0.52811
8 H -1.16456 0.11392 1.26819
9 H -0.99942 -1.64650 0.98114
10 H 0.27951 -0.76282 1.81686

Output
energy	-5255.638	eV
energy relative to the best compared isomer or geometry (same formula, charge and spin)	5.4	kJ/mol
HOMO-LUMO gap	10.7	eV
lowest unoccupied orbital energy	1.0	eV
HOMO energy	-9.685	eV
SMILES string	CC(C)=O

Here are the Löwdin charges for atoms 1 to 5, given in e: atom 1 (C): -0.027, atom 2 (C): -0.495, atom 3 (C): -0.027, atom 4 (O): 0.059, atom 5 (H): 0.083

=====

# 2
Formula: C4H6O2
Source: the Open Molecules 2025 dataset
Level of theory: the ωB97M-V functional and the def2-TZVPD basis

Geometry (Å):
1 C -1.67872 -0.23728 0.50783
2 C -0.15123 -0.33277 0.50702
3 C 0.47283 0.31252 -0.67657
4 O -0.11065 0.69871 -1.66414
5 C 1.99785 0.43234 -0.65347
6 O 2.69878 0.05070 0.25133
7 H -2.00970 0.80870 0.41167
8 H -2.10029 -0.77132 -0.34421
9 H -2.10624 -0.63776 1.43196
10 H 0.33964 -1.31828 0.34021
11 H 0.27799 0.04444 1.44373
12 H 2.36975 0.95001 -1.55535

Output
energy	-8339.393	eV
energy relative to the best compared isomer or geometry (same formula, charge and spin)	103.1	kJ/mol
HOMO-LUMO gap	9.4	eV
lowest unoccupied orbital energy	-0.4	eV
HOMO energy	-9.827	eV
SMILES string	CCC(=O)C=O

Here are the Löwdin charges for atoms 1 to 5, given in e: atom 1 (C): -0.086, atom 2 (C): -0.181, atom 3 (C): -0.391, atom 4 (O): 0.111, atom 5 (C): -0.168

=====

# 3
Formula: C26H40KNO5SSi
Source: the Open Molecules 2025 dataset
Level of theory: the ωB97M-V functional and the def2-TZVPD basis

Geometry (Å):
1 K -0.81622 0.33683 -1.95539
2 C -4.93593 0.59899 4.28739
3 C -3.59328 0.97535 3.67014
4 C -2.63595 1.46854 4.75108
5 C -3.78383 2.05396 2.60969
6 O -3.07403 -0.22667 3.11396
7 Si -2.02468 -0.49869 1.85451
8 S -2.89108 -0.25982 0.01133
9 O -1.45400 -2.02589 2.15267
10 C -2.14963 -3.21838 2.51327
11 C -3.53011 -3.28312 1.86865
12 C -1.28315 -4.36932 2.01724
13 C -2.27429 -3.26086 4.03407
14 O -0.71106 0.49597 2.07461
15 C 0.61408 0.25927 2.53186
16 C 1.27001 1.63538 2.56828
17 C 0.61928 -0.34581 3.93295
18 C 1.34208 -0.66342 1.55640
19 H -5.39567 1.46205 4.77443
20 H -4.79707 -0.19043 5.02847
21 H -5.60983 0.23032 3.51260
22 H -3.05556 2.33850 5.26121
23 H -1.67868 1.74661 4.30739
24 H -2.46599 0.67726 5.48411
25 H -4.21511 2.94710 3.06755
26 H -4.44060 1.70116 1.81513
27 H -2.82667 2.32219 2.15582
28 H -3.45223 -3.20513 0.78368
29 H -4.15848 -2.46376 2.22080
30 H -4.00907 -4.22943 2.12892
31 H -1.19398 -4.32415 0.93031
32 H -1.72020 -5.33065 2.29610
33 H -0.28360 -4.29929 2.45155
34 H -2.85450 -2.40422 4.38012
35 H -1.28480 -3.22024 4.49447
36 H -2.76744 -4.18215 4.35178
37 H 0.75746 2.27029 3.29339
38 H 1.18042 2.10859 1.58988
39 H 2.32440 1.56511 2.84687
40 H 0.06426 0.29406 4.62054
41 H 1.64549 -0.44216 4.29521
42 H 0.15153 -1.32924 3.92138
43 H 1.31201 -0.24153 0.54853
44 H 0.86426 -1.64341 1.54627
45 H 2.38981 -0.77721 1.84436
46 C 3.44069 3.17064 -4.95309
47 O 3.44999 1.76264 -5.15312
48 C 2.44462 1.22805 -5.88192
49 C 1.60943 1.95484 -6.72078
50 C 0.63983 1.30238 -7.47278
51 C 0.49750 -0.07324 -7.40089
52 C 1.32280 -0.79670 -6.55401
53 C 2.27454 -0.15354 -5.78682
54 N 3.12793 -0.94445 -4.96050
55 C 3.58981 -0.77320 -3.72762
56 C 3.26540 0.09766 -2.69592
57 C 4.19629 0.14128 -1.60816
58 C 4.06124 1.02466 -0.59096
59 C 2.94442 1.90422 -0.59584
60 C 1.99335 1.86283 -1.57023
61 C 2.07558 0.93202 -2.66360
62 O 1.15604 0.81044 -3.50559
63 H 4.21215 3.37593 -4.21647
64 H 2.47103 3.49469 -4.57005
65 H 3.67343 3.70428 -5.87620
66 H 1.71319 3.02676 -6.79492
67 H -0.00349 1.87993 -8.12330
68 H -0.25461 -0.57903 -7.99033
69 H 1.21107 -1.87084 -6.46123
70 H 3.51903 -1.74303 -5.43614
71 H 4.39259 -1.46984 -3.50145
72 H 5.04337 -0.53611 -1.63200
73 H 4.77712 1.06211 0.21728
74 H 2.83828 2.61156 0.21669
75 H 1.14899 2.54053 -1.53356

Output
energy	-74382.345	eV
energy relative to the best compared isomer or geometry (same formula, charge and spin)	0.0	kJ/mol
HOMO-LUMO gap	5.9	eV
lowest unoccupied orbital energy	-1.0	eV
HOMO energy	-6.906	eV

Here are the Löwdin charges for atoms 1 to 5, given in e: atom 1 (K): 0.724, atom 2 (C): -0.033, atom 3 (C): -0.658, atom 4 (C): -0.031, atom 5 (C): -0.056

=====

> What is the formula in the first record?

C3H6O

=====

> Which of these has the highest lowest unoccupied orbital energy?

C3H6O

=====

> Which of these has the highest lowest unoccupied orbital energy?

C3H6O

=====

> What is the HOMO-LUMO gap in the first record?

10.7 eV